{"formula": "C3H3FO3S", "method": "the ωB97M-V functional and the def2-TZVPD basis", "charge": 0, "de_lowest_kcal_mol": 40.4, "homo_ev": -10.79, "gap_ev": 10.25, "elements": ["C", "C", "C", "O", "O", "O", "F", "S", "H", "H", "H"], "xyz": [[1.13839, -0.29465, -0.36215], [1.01699, 0.97059, 0.28328], [0.21878, -0.88487, -1.10617], [-2.58539, 0.31789, -0.05633], [-1.58333, -0.24635, 2.08935], [0.01853, 1.46047, 0.72607], [0.35994, -2.13386, -1.57200], [-2.11159, 0.81378, 1.24457], [2.11297, -0.75511, -0.28291], [2.11975, 1.27365, 0.60881], [-0.70503, -0.52154, -1.57253]], "forces_ev_per_angstrom": [[0.2, -0.9, -1.0], [3.1, -0.7, 1.5], [-1.3, -0.7, -1.3], [0.5, 1.2, 1.6], [-0.6, 1.2, -0.3], [-0.2, 1.7, -0.2], [0.7, 0.2, 0.3], [-0.6, -2.8, -1.0], [0.0, -0.3, 0.2], [-2.1, 0.5, -0.5], [0.3, 0.5, 1.0]]}

{"formula": "C40H29BF4N6PSSeSn", "method": "the ωB97M-V functional and the def2-TZVPD basis", "charge": 3, "de_lowest_kcal_mol": 31.3, "homo_ev": -15.72, "gap_ev": 6.25, "elements": ["Sn", "Se", "N", "C", "C", "C", "C", "C", "N", "C", "C", "N", "C", "C", "C", "C", "C", "N", "H", "H", "H", "H", "H", "H", "C", "C", "C", "C", "C", "C", "P", "C", "C", "C", "C", "C", "C", "C", "C", "C", "C", "C", "C", "H", "H", "H", "H", "H", "H", "H", "H", "H", "H", "H", "H", "H", "H", "H", "F", "B", "F", "F", "F", "S", "C", "C", "C", "N", "C", "C", "C", "C", "C", "N", "C", "C", "H", "H", "H", "H", "H", "H", "H", "H"], "xyz": [[-0.94859, 0.59537, 0.60280], [0.16536, -1.53262, 8.02418], [-1.21659, -1.70006, 6.93441], [-0.86490, -1.18341, 5.78282], [-1.74158, -1.12469, 4.62133], [-3.06211, -1.59103, 4.64007], [-3.82022, -1.48224, 3.49667], [-3.26067, -0.91676, 2.35569], [-2.00412, -0.47390, 2.32466], [-1.25612, -0.56796, 3.44348], [0.09390, -0.02798, 3.37935], [0.48337, 0.53445, 2.21429], [1.69561, 1.09362, 2.11208], [2.59209, 1.09629, 3.16403], [2.21622, 0.51448, 4.36078], [0.94654, -0.05379, 4.48058], [0.46273, -0.65610, 5.71370], [1.17838, -0.74545, 6.80801], [-3.45962, -2.02052, 5.55035], [-4.84678, -1.81838, 3.46620], [-3.83897, -0.81676, 1.44763], [1.92959, 1.55204, 1.16787], [3.56113, 1.55766, 3.04132], [2.87991, 0.49965, 5.21618], [-2.81117, 2.57865, -4.72852], [-1.45966, 2.39269, -4.98325], [-0.58218, 2.16889, -3.93721], [-1.06997, 2.12609, -2.61812], [-2.42589, 2.35207, -2.36771], [-3.29119, 2.56299, -3.42429], [0.11463, 2.06295, -1.31322], [0.44983, 3.60139, -0.48567], [1.41779, 4.39545, -1.12963], [1.66201, 5.68458, -0.69020], [0.94301, 6.19700, 0.38222], [-0.02735, 5.42414, 1.00651], [-0.28590, 4.13707, 0.56691], [1.63135, 1.26543, -1.79185], [2.83611, 1.64824, -1.18382], [4.02889, 1.05698, -1.56077], [4.04410, 0.09218, -2.55774], [2.86313, -0.27911, -3.18290], [1.66354, 0.30159, -2.81040], [-3.49376, 2.75726, -5.54834], [-1.08507, 2.43558, -5.99657], [0.47361, 2.07137, -4.14809], [-2.80555, 2.38339, -1.36003], [-4.34147, 2.73142, -3.23062], [1.97578, 4.01741, -1.97778], [2.40803, 6.28832, -1.18799], [1.12851, 7.20600, 0.72455], [-0.59999, 5.83057, 1.82862], [-1.08463, 3.58339, 1.03859], [2.85265, 2.44394, -0.45456], [4.95459, 1.37053, -1.09768], [4.98147, -0.34981, -2.86684], [2.88015, -1.01031, -3.97928], [0.76094, 0.01714, -3.33083], [-2.12862, 2.03804, 1.93100], [-3.42018, 1.98032, 1.22777], [-2.94787, 0.98078, 0.12703], [-3.65212, 3.13728, 0.60012], [-4.34991, 1.39982, 1.97412], [-1.04901, -5.48052, -2.26613], [-1.01358, -3.91079, -1.42888], [-1.14100, -3.82770, -0.04373], [-1.12567, -2.60254, 0.58128], [-0.98055, -1.44962, -0.10396], [-0.87597, -1.52862, -1.45068], [-0.89123, -2.71649, -2.13685], [0.72630, -5.75274, -2.22026], [1.31026, -6.39003, -1.13923], [2.69100, -6.55485, -1.15551], [3.46359, -6.13812, -2.15106], [2.88212, -5.56431, -3.19762], [1.51298, -5.34385, -3.28506], [-1.25842, -4.72349, 0.55009], [-1.21638, -2.53006, 1.65191], [-0.82928, -0.58871, -1.97232], [-0.82108, -2.72384, -3.21585], [0.71881, -6.76652, -0.31628], [3.19162, -7.04998, -0.33240], [3.53619, -5.27359, -4.01118], [1.07713, -4.89731, -4.16826]], "forces_ev_per_angstrom": [[-0.2, -0.7, 1.1], [0.0, 0.0, 0.0], [-0.1, 0.0, -0.1], [0.0, 0.0, 0.0], [0.0, 0.0, 0.1], [0.0, 0.0, -0.1], [0.0, 0.0, 0.0], [0.1, -0.2, -0.2], [0.0, 0.1, 0.2], [0.0, 0.1, 0.1], [0.0, 0.0, 0.0], [0.1, 0.1, 0.0], [-0.1, 0.0, 0.1], [0.0, 0.0, 0.1], [0.0, 0.1, -0.1], [0.0, 0.0, 0.1], [0.0, 0.0, 0.0], [0.0, 0.0, -0.1], [0.0, 0.0, 0.0], [0.0, 0.0, 0.0], [0.0, -0.1, 0.0], [0.1, 0.1, -0.1], [0.0, 0.0, 0.0], [0.0, 0.0, 0.0], [-0.1, 0.0, 0.0], [0.0, 0.0, 0.0], [0.0, 0.1, 0.0], [0.1, 0.1, -0.5], [0.0, 0.0, 0.1], [0.0, 0.0, 0.0], [-0.3, -0.2, 0.9], [0.4, 0.4, -0.6], [0.0, 0.1, 0.0], [0.0, -0.1, 0.0], [0.0, 0.0, 0.0], [0.0, 0.1, 0.0], [-0.2, -0.2, 0.1], [0.3, 0.0, -0.2], [0.0, -0.1, 0.0], [0.0, 0.1, 0.0], [0.0, 0.0, 0.0], [-0.1, 0.0, -0.1], [0.0, -0.1, 0.1], [0.0, 0.0, 0.0], [0.0, 0.0, 0.0], [0.0, 0.0, 0.0], [0.0, 0.1, -0.2], [0.0, 0.0, 0.0], [0.0, 0.0, 0.0], [0.0, 0.0, 0.0], [0.0, 0.0, 0.0], [0.0, 0.0, 0.0], [0.1, 0.0, 0.0], [0.0, 0.0, 0.1], [0.0, 0.0, 0.0], [0.0, 0.0, 0.0], [0.0, 0.0, 0.0], [0.0, 0.0, 0.0], [0.2, 0.2, -0.1], [0.1, 0.6, 0.1], [-0.4, -0.5, 0.0], [-0.1, -0.1, 0.1], [-0.3, 0.2, 0.0], [0.0, 0.0, 0.0], [0.0, 0.0, 0.0], [0.0, 0.0, 0.1], [0.2, 0.1, 0.1], [0.1, -0.1, -0.9], [-0.2, -0.1, 0.1], [0.0, 0.0, -0.1], [0.0, 0.0, 0.0], [0.0, 0.0, 0.0], [0.0, 0.0, 0.0], [0.1, 0.0, 0.0], [0.0, 0.0, 0.0], [0.0, 0.0, 0.0], [0.0, 0.0, 0.0], [0.0, -0.1, 0.0], [0.0, 0.2, -0.2], [0.0, 0.0, 0.0], [0.0, 0.0, 0.0], [0.0, 0.0, 0.0], [0.0, 0.0, 0.0], [0.0, 0.0, 0.0]]}

{"formula": "C4H5InO5", "method": "the ωB97M-V functional and the def2-TZVPD basis", "spin_multiplicity": 2, "s2": 0.752, "charge": 1, "homo_ev": [-14.09, -15.40], "gap_ev": [9.40, 8.31], "elements": ["O", "O", "C", "C", "O", "C", "In", "H", "H", "H", "H", "H", "O", "C", "O"], "xyz": [[0.80140, -0.53042, -1.22838], [-0.18794, 1.97946, -0.02614], [-0.76121, 1.38779, 0.86933], [-1.36275, 0.01995, 0.76506], [-1.39339, -0.53725, -0.50851], [-0.27304, -1.32213, -0.89253], [0.59504, 1.35053, -1.82871], [-0.81929, 1.84403, 1.87635], [-2.39152, 0.09914, 1.15438], [-0.81306, -0.61310, 1.49079], [-0.62531, -1.89627, -1.76405], [0.00683, -1.99714, -0.06226], [2.49768, 1.01405, -0.61076], [2.27954, -0.05341, -0.08831], [2.44702, -0.74524, 0.85374]], "forces_ev_per_angstrom": [[0.5, -1.2, 0.3], [-0.4, 0.9, 0.9], [-0.3, -0.7, 0.9], [0.0, -0.1, 0.4], [0.1, 0.3, -0.3], [-0.7, -0.9, 0.1], [0.5, 0.8, -1.8], [0.0, 0.1, -0.4], [0.2, 0.0, -0.1], [-0.1, 0.2, -0.1], [0.2, 0.2, 0.4], [0.0, 0.2, -0.3], [-0.1, -0.1, -0.9], [1.0, 0.0, 3.1], [-0.8, 0.3, -2.3]]}

{"formula": "C6H11AlF4NO2", "method": "the ωB97M-V functional and the def2-TZVPD basis", "charge": -1, "homo_ev": -6.46, "gap_ev": 8.96, "elements": ["O", "C", "O", "N", "C", "C", "C", "C", "C", "H", "H", "H", "H", "H", "H", "H", "H", "H", "H", "H", "F", "Al", "F", "F", "F"], "xyz": [[0.58914, 1.02485, 1.90772], [1.30889, 1.22202, 0.92914], [2.52149, 1.40961, 0.95938], [0.74475, 1.21075, -0.47412], [0.12318, -0.07904, -0.90789], [-1.13350, -0.45935, -0.12744], [-2.07522, 0.71913, 0.27960], [-1.50753, 2.16533, 0.10284], [-0.23646, 2.28522, -0.74417], [1.53588, 1.37599, -1.09506], [-0.02534, -0.06361, -1.99575], [0.85803, -0.88035, -0.71932], [-0.91823, -1.07378, 0.74928], [-1.71356, -1.11503, -0.79385], [-3.04575, 0.66218, -0.22854], [-2.28359, 0.60611, 1.35016], [-1.28211, 2.57005, 1.09640], [-2.30625, 2.80590, -0.29691], [0.20365, 3.27922, -0.58777], [-0.51878, 2.26193, -1.80800], [1.06813, -2.73754, -0.42518], [1.83811, -3.98898, 0.48849], [0.77407, -5.32874, 0.59915], [2.20278, -3.41177, 2.05288], [3.27821, -4.46010, -0.31104]], "forces_ev_per_angstrom": [[-1.6, 0.1, -1.5], [1.9, -0.4, 3.7], [0.4, 0.4, -1.7], [-1.3, 0.2, -1.6], [0.6, -1.5, 0.7], [-1.0, 0.3, -0.3], [0.3, 0.3, 0.2], [-0.1, -0.3, 0.7], [-1.1, 1.1, -0.2], [0.2, -0.1, 0.4], [-0.1, 0.5, 0.3], [-0.2, 0.4, -0.1], [0.4, 0.3, -0.2], [0.3, 0.1, 0.1], [0.3, -0.1, -0.1], [0.0, 0.0, -0.3], [0.0, -0.2, -0.2], [0.4, -0.1, -0.2], [0.2, -0.4, 0.2], [0.3, -0.4, 0.2], [0.2, -0.6, 0.3], [0.1, -0.2, 0.2], [0.3, 0.5, -0.1], [-0.2, -0.2, -0.6], [-0.5, 0.2, 0.2]]}

{"formula": "C30H48BaBrGeN5SSeSi3", "method": "the ωB97M-V functional and the def2-TZVPD basis", "spin_multiplicity": 2, "s2": 0.785, "charge": 1, "de_lowest_kcal_mol": 23.4, "homo_ev": [-8.32, -10.82], "gap_ev": [5.81, 8.20], "elements": ["Ba", "C", "C", "C", "C", "C", "C", "C", "C", "C", "C", "H", "H", "H", "H", "H", "H", "H", "H", "H", "H", "H", "H", "H", "H", "C", "Si", "C", "C", "Ge", "Si", "C", "C", "C", "Si", "C", "C", "C", "H", "H", "H", "H", "H", "H", "H", "H", "H", "H", "H", "H", "H", "H", "H", "H", "H", "H", "H", "H", "H", "H", "H", "H", "H", "H", "H", "S", "C", "N", "Br", "C", "C", "C", "N", "C", "C", "H", "H", "H", "H", "Se", "N", "C", "C", "C", "C", "N", "C", "N", "H", "H", "H"], "xyz": [[0.61878, -0.32387, -0.21829], [4.93450, 3.51283, -1.42973], [4.12481, 2.21078, -1.41566], [4.96410, 1.04576, -1.94014], [3.55354, 1.97203, -0.03274], [2.33091, 2.54766, 0.31214], [1.79061, 2.38246, 1.58394], [2.45660, 1.64345, 2.55978], [1.86940, 1.47751, 3.93664], [3.68040, 1.07616, 2.21443], [4.21876, 1.23724, 0.94397], [5.31174, 3.71743, -2.43258], [5.79145, 3.43248, -0.75819], [4.32431, 4.35818, -1.10804], [3.27816, 2.34280, -2.09883], [5.91219, 0.96833, -1.40565], [5.19793, 1.20107, -2.99356], [4.43241, 0.09804, -1.84170], [1.82351, 3.19203, -0.40027], [0.87306, 2.90041, 1.84590], [1.08128, 0.72058, 3.93532], [1.43512, 2.41515, 4.28366], [2.63138, 1.16350, 4.64763], [4.23536, 0.51861, 2.95989], [5.18187, 0.79452, 0.72162], [-5.34172, 0.96280, -0.77899], [-4.44694, 2.54406, -1.28098], [-4.00980, 3.46949, 0.30920], [-5.46321, 3.51442, -2.53719], [-2.29894, 2.08038, -2.32933], [-1.94018, 1.03286, -4.49326], [-2.26354, 2.37669, -5.77891], [-0.15277, 0.41999, -4.56626], [-3.11844, -0.42737, -4.66883], [-0.85012, 4.00388, -2.03147], [0.74481, 3.89792, -3.04770], [-0.51144, 4.60501, -0.26303], [-1.95025, 5.28316, -2.89781], [-6.36150, 1.18830, -0.46028], [-4.82982, 0.48068, 0.05557], [-5.39607, 0.24536, -1.59931], [-4.87941, 3.57771, 0.96015], [-3.59957, 4.46391, 0.12379], [-3.25562, 2.89344, 0.85287], [-6.41632, 3.84400, -2.11978], [-5.67885, 2.87860, -3.39875], [-4.92911, 4.39597, -2.89661], [-1.50568, 3.16158, -5.72626], [-3.23955, 2.84015, -5.61849], [-2.25089, 1.97457, -6.79365], [0.55717, 1.20390, -4.29347], [0.09665, 0.08442, -5.57474], [-0.00744, -0.43145, -3.89443], [-4.15993, -0.10750, -4.59692], [-2.93947, -1.16329, -3.88154], [-2.98822, -0.92716, -5.63083], [1.38430, 3.05258, -2.78706], [1.32590, 4.81368, -2.91820], [0.49851, 3.81030, -4.10841], [-0.62378, 3.81215, 0.47857], [-1.23029, 5.38850, -0.01847], [0.48763, 5.03107, -0.15794], [-2.30194, 4.89665, -3.85932], [-1.41290, 6.21247, -3.09696], [-2.82940, 5.52877, -2.29736], [-2.80533, -1.89184, -0.85784], [-2.15951, -0.47661, -1.02008], [-1.61860, 0.59186, -1.13277], [-3.56596, -2.54371, 5.67744], [-2.48302, -1.90593, 4.27521], [-2.48055, -0.55778, 3.94746], [-1.67648, -0.14584, 2.90224], [-0.90156, -0.97087, 2.19410], [-0.91205, -2.26339, 2.53012], [-1.68087, -2.77903, 3.55674], [-3.08776, 0.14995, 4.49332], [-1.65223, 0.90104, 2.61735], [-0.27421, -2.92166, 1.94832], [-1.65965, -3.83302, 3.79357], [4.25585, -2.19960, 0.30603], [4.02127, -3.80127, -0.43245], [2.80460, -3.84500, -0.97308], [2.21268, -4.92686, -1.63802], [0.92264, -4.76686, -2.14032], [0.24622, -3.57396, -1.97549], [0.77226, -2.50611, -1.32733], [2.01378, -2.63647, -0.83949], [2.59442, -1.63162, -0.17538], [2.75480, -5.85614, -1.74428], [0.43713, -5.57673, -2.66644], [-0.75459, -3.43929, -2.36468]], "forces_ev_per_angstrom": [[-0.2, 2.2, 1.5], [-0.1, -0.1, 0.0], [0.2, 0.0, 0.0], [-0.1, 0.1, 0.0], [-0.1, 0.0, -0.2], [0.0, 0.0, 0.1], [0.0, 0.2, 0.0], [-0.1, -0.1, 0.0], [0.1, 0.0, -0.1], [0.0, 0.0, 0.0], [0.0, 0.0, 0.0], [0.0, 0.0, 0.0], [0.0, 0.0, 0.0], [0.0, 0.0, 0.0], [0.0, 0.0, 0.1], [0.0, 0.0, 0.0], [0.0, 0.0, 0.0], [0.0, 0.0, 0.0], [0.0, -0.1, 0.0], [0.0, -0.1, 0.0], [0.0, 0.0, 0.0], [0.0, 0.0, 0.0], [0.0, 0.0, 0.0], [0.0, 0.0, 0.0], [0.0, 0.0, 0.0], [0.3, 0.1, -0.2], [-0.1, 0.0, 0.1], [0.0, 0.0, -0.3], [0.2, -0.1, 0.2], [0.2, 0.0, 0.2], [-0.1, 0.0, -0.2], [0.0, -0.2, 0.2], [-0.2, 0.1, 0.2], [0.1, 0.2, 0.1], [-0.1, 0.5, -0.3], [-0.2, -0.2, 0.2], [-0.2, -0.3, -0.2], [0.1, -0.2, 0.1], [0.0, 0.1, 0.0], [0.0, 0.0, 0.0], [0.0, 0.0, 0.0], [0.0, 0.0, 0.0], [0.0, 0.0, 0.0], [0.0, 0.0, 0.0], [0.0, 0.0, 0.0], [0.0, 0.0, 0.0], [0.0, 0.0, 0.0], [0.0, 0.0, 0.0], [0.0, 0.0, 0.0], [0.0, -0.1, 0.0], [0.0, 0.0, 0.0], [0.0, 0.0, 0.0], [0.0, 0.0, 0.0], [0.0, 0.0, 0.0], [0.0, 0.0, 0.0], [0.0, 0.0, 0.0], [0.0, 0.0, 0.0], [0.0, 0.0, 0.0], [0.0, 0.0, 0.0], [0.0, 0.0, 0.0], [0.0, 0.0, 0.0], [0.0, 0.0, -0.1], [0.0, 0.1, 0.0], [0.0, 0.0, 0.0], [0.0, 0.0, 0.0], [-0.1, -0.4, 0.2], [-0.5, 0.6, -0.3], [-1.2, 0.3, -0.5], [0.1, 0.1, -0.1], [0.0, 0.0, 0.0], [-0.1, 0.0, 0.1], [0.0, 0.0, -0.1], [0.1, 0.0, -0.1], [0.0, 0.0, 0.0], [-0.1, -0.1, 0.1], [0.0, 0.0, 0.0], [0.0, 0.0, 0.0], [0.0, 0.0, 0.0], [0.0, 0.0, 0.0], [0.0, 0.0, 0.1], [0.1, -0.5, -0.1], [0.0, 0.1, 0.0], [0.0, 0.0, 0.0], [0.0, 0.0, 0.0], [0.1, -0.1, 0.0], [-0.3, -1.0, -0.7], [0.5, -0.7, -0.1], [1.5, -0.5, 0.2], [0.0, 0.0, 0.0], [0.0, 0.0, 0.0], [0.0, 0.0, 0.0]]}

Number 3 is which compound?
C4H5InO5